Below is the molecule C27H32N4O5 at a distorted geometry, with properties calculated with wB97M-V/def2-TZVPD.

Last column: natural (NBO) charge in e.
Atoms and positions in Å:
C 1.09 2.83 2.03  0.69
C 1.71 3.34 0.73  -0.48
H 1.40 -0.37 -3.82  0.21
C 2.89 -3.19 -2.72  -0.42
N -0.09 0.51 -0.11  -0.45
H 3.15 -3.25 -1.66  0.21
H 3.65 -0.47 -2.85  0.20
C -1.16 -1.35 1.09  0.32
H -3.12 0.14 -3.57  0.20
C -3.27 1.99 1.03  -0.23
H 2.72 -4.21 -3.07  0.22
C -2.09 -1.90 2.96  0.08
C -3.27 1.95 -1.36  -0.24
C 0.07 -1.76 -1.06  0.69
O 0.20 3.40 2.61  -0.60
H -4.89 2.69 -0.19  0.22
C 1.98 -1.29 -3.94  -0.41
C -2.46 -1.64 0.79  -0.28
H -3.76 2.23 1.96  0.22
H -1.40 1.96 -3.34  0.21
C -3.06 -2.00 2.02  -0.30
C 1.14 0.85 3.46  0.31
H 0.91 -1.06 0.81  0.26
H 0.74 -2.92 -3.16  0.24
H -0.44 0.09 7.20  0.24
C 1.62 -2.33 -2.88  -0.05
C -0.77 -0.43 6.30  -0.67
O -0.86 -2.41 -1.50  -0.64
C -1.38 1.12 -0.16  0.07
O 1.02 -0.87 4.72  -0.27
C -2.00 1.37 -1.39  0.08
H -4.08 -2.30 2.17  0.23
C 0.97 2.69 -0.45  -0.49
H 2.77 3.07 0.69  0.23
C -2.06 -0.09 -3.43  -0.61
H -2.09 -2.08 4.02  0.20
H -3.76 2.16 -2.30  0.21
H -0.31 0.80 -2.56  0.21
H -1.98 -1.00 -2.85  0.24
H -1.81 -0.16 6.12  0.23
N 1.28 -1.69 -1.63  -0.63
C -0.02 -0.92 0.24  -0.21
H -0.69 -1.50 6.46  0.24
H 1.60 4.42 0.69  0.24
H 1.79 -1.69 -4.93  0.21
C 3.48 -1.07 -3.74  -0.41
H -1.61 -0.25 -4.40  0.21
N 1.68 -0.33 3.68  -0.18
H 1.45 2.99 -1.38  0.24
C 0.07 -0.03 5.14  0.35
H -0.52 1.98 4.43  0.26
C 0.09 1.10 4.37  -0.39
O 2.15 0.62 -0.33  -0.70
H 1.97 -1.07 -1.22  0.43
C -2.01 1.43 1.03  -0.13
C -1.36 1.06 -2.71  -0.44
H -1.50 1.25 1.97  0.22
C 1.05 1.19 -0.32  0.73
H 3.95 -0.58 -4.59  0.21
H -2.92 -1.62 -0.17  0.25
H 4.11 -2.99 -4.49  0.20
C 3.99 -2.49 -3.53  -0.40
H -0.07 3.03 -0.46  0.24
N 1.62 1.63 2.43  -0.63
C -3.91 2.25 -0.18  -0.19
H 2.36 1.21 1.89  0.44
O -0.94 -1.50 2.41  -0.41
H 4.95 -2.52 -3.01  0.21

Computed properties:
molar mass = 492.6 u
ΔE to the lowest compared entry with this formula, charge and spin = 288.8 kJ/mol
E_HOMO = -8.5 eV
HOMO-LUMO gap = 9.177 eV

---

Below is C14H7NO6SW as an isolated structure, with properties calculated with wB97M-V/def2-TZVPD.

Last column: natural (NBO) charge in e.
Atoms and positions in Å:
H -3.36 -4.78 1.50  0.28
C -1.36 -4.07 1.87  -0.14
S 1.99 -0.08 -1.02  0.25
C 1.64 2.65 -0.36  -0.18
C -2.29 -0.57 -0.31  0.76
O -1.08 0.16 -0.19  -0.66
O 1.59 -3.64 2.68  -0.36
C 1.40 4.31 -2.09  -0.15
W 0.52 -0.33 0.63  2.05
H 1.34 5.35 -2.38  0.27
C 0.92 -2.89 2.08  0.76
C -0.50 -3.02 1.64  0.10
O 0.90 1.14 1.53  -0.65
C -2.65 -3.97 1.34  -0.07
N -0.89 -1.95 0.93  -0.50
C -2.11 -1.85 0.43  0.11
C 1.77 2.46 1.09  0.83
C 1.35 1.96 -2.66  -0.18
C 1.26 3.31 -3.03  -0.12
O -3.22 -0.16 -0.90  -0.37
C 1.60 3.98 -0.75  -0.11
H 1.11 3.55 -4.08  0.26
H 1.32 1.19 -3.41  0.26
O 2.24 3.02 1.98  -0.31
C 1.55 1.64 -1.33  -0.19
H -1.03 -4.92 2.44  0.29
C -3.04 -2.86 0.60  -0.14
H -4.03 -2.76 0.18  0.29
H 1.69 4.76 0.00  0.26
O 1.41 -1.63 1.61  -0.63

Computed properties:
molar mass = 501.1 u
ΔE to the lowest compared entry with this formula, charge and spin = 0.0 kJ/mol
E_HOMO = -16.7 eV
total charge = +2
HOMO-LUMO gap = 7.316 eV

---

Below is C42H41NO3P2RuS as an isolated structure at a distorted geometry, with properties calculated with wB97M-V/def2-TZVPD.

Last column: Löwdin spin population.
Atoms and positions in Å:
C 3.86 0.39 5.75  0.02
C -5.04 2.10 -1.54  0.00
H -3.81 -1.69 -1.65  0.00
C 3.14 -0.06 4.64  0.00
H -3.93 -1.76 -3.43  0.00
C 2.92 -0.92 -0.71  0.03
C 3.44 -0.78 0.59  0.02
S -0.66 0.57 5.54  -0.01
C 1.78 1.04 6.89  0.00
C 0.71 4.22 -1.06  0.00
H 0.78 1.96 0.81  0.00
H -0.51 -1.06 -5.44  0.00
C -3.18 1.15 0.31  0.02
N -0.46 0.00 4.01  0.55
H 1.61 -0.01 -3.13  0.00
H -2.46 0.62 0.95  0.00
H -1.43 -1.85 0.25  0.01
H 3.44 -1.24 -2.80  0.00
H -6.50 0.99 -0.39  0.00
H 1.00 -3.01 -2.09  0.01
C -0.30 -4.66 1.53  0.02
O -1.37 -0.37 6.37  0.09
H 5.81 -1.90 -2.29  0.00
C 0.80 -0.21 3.58  0.04
H -1.73 -2.24 -4.82  0.01
C 5.13 -1.59 -1.47  0.00
C 0.73 -2.38 0.27  -0.02
H 5.13 -0.94 1.90  0.00
C -2.75 1.96 -0.77  0.02
C 4.77 -1.07 0.88  0.00
C -1.14 -2.98 -1.95  0.04
P -0.89 2.04 -1.02  0.03
C -2.50 -3.13 -2.57  0.00
H -0.58 0.97 1.26  0.01
C -4.53 0.94 0.51  0.01
C 3.80 -1.24 -1.77  0.02
H 6.62 -1.89 0.09  0.00
P 1.10 -0.96 -0.90  0.21
Ru -1.20 -0.48 -0.79  1.99
C -0.91 -1.56 -4.55  0.03
O -1.08 1.95 5.61  0.08
C 0.94 -4.71 0.89  -0.01
C 1.75 0.02 4.69  0.02
H 0.33 7.54 -1.63  0.00
C -3.22 -1.81 -2.57  0.01
C 0.06 6.49 -1.53  0.00
C -0.63 3.83 -1.22  0.00
H -4.87 0.41 1.42  0.00
C 3.18 0.93 6.88  0.02
H -3.42 3.03 -2.60  0.00
C 5.60 -1.55 -0.14  0.02
C -0.60 -2.42 0.76  0.08
H 1.46 3.48 -0.77  0.00
H -1.95 -3.29 2.21  0.00
H -1.14 -3.49 -1.01  0.00
H -2.69 4.49 -1.39  0.00
H 3.62 -0.45 3.74  0.00
C -3.70 2.42 -1.72  0.00
H 2.57 -3.53 0.06  0.00
C -5.46 1.32 -0.45  0.00
C 0.41 1.52 -2.19  0.09
C -2.22 -0.69 -2.56  -0.01
H -5.80 2.45 -2.25  0.00
H 3.76 1.26 7.75  0.00
C 1.53 -3.54 0.40  0.01
H 1.20 1.48 7.71  0.00
C -1.03 -3.44 1.62  0.00
C 1.10 0.53 5.79  0.02
C 0.99 0.27 -2.27  0.00
C -1.64 4.78 -1.43  0.00
H -3.04 -3.78 -1.86  0.00
H -0.73 -5.54 2.01  0.00
H 1.21 -1.97 -4.21  0.00
H -0.95 0.46 -3.85  0.01
H -2.59 0.21 -1.98  0.01
H -0.79 2.79 1.08  0.00
C 0.07 -2.66 -2.53  0.07
C 0.23 -2.45 -4.01  0.02
H 0.25 -3.41 -4.56  0.00
C -1.28 6.11 -1.64  0.00
C 1.07 5.56 -1.25  0.00
C -1.33 -0.53 -3.60  0.20
O 1.14 -0.48 2.41  0.18
H 4.95 0.32 5.75  0.00
H 2.12 5.84 -1.15  0.00
H 2.75 -0.48 1.37  0.00
H -2.06 6.84 -1.87  0.00
C -0.31 1.88 0.69  0.02
H 1.47 -5.65 0.81  0.00
H 0.67 2.34 -2.89  0.00
H -2.53 -3.65 -3.55  0.00

Computed properties:
molar mass = 802.9 u
ΔE to the lowest compared entry with this formula, charge and spin = 729.2 kJ/mol
<S²> = 6.11
E_HOMO (spin up / spin down) = -12.5 / -13.5 eV
spin multiplicity = 5
total charge = +2
HOMO-LUMO gap (spin up / spin down) = 6.080 / 5.065 eV

---

Below is a 7-piece molecular cluster, C12H14B2Br2N2O22 overall at a distorted geometry, with properties calculated with wB97M-V/def2-TZVPD.

Last column: natural (NBO) charge in e.
Atoms and positions in Å:
O 1.13 -4.78 -0.40  -0.72
Br -5.18 -3.17 -3.31  -0.05
C 0.90 -3.64 0.35  0.95
C -3.14 5.30 1.07  0.68
H -1.04 -0.13 -1.82  0.44
B -2.49 3.14 0.68  1.16
H 0.57 -0.06 -2.34  0.44
O 1.92 0.88 -3.24  -0.61
C -2.76 1.10 -0.33  0.71
H 0.04 -1.25 -1.17  0.47
B 4.47 0.21 -1.02  1.15
C 3.57 2.12 -1.84  0.67
O -0.79 6.09 1.16  -0.54
O -3.81 6.28 1.19  -0.57
N -0.07 -0.31 -1.57  -0.94
C -1.58 5.22 1.02  0.68
O 5.92 -1.14 1.77  -0.56
N -0.39 -1.44 2.12  -0.93
H -2.81 -2.42 -1.55  0.24
O -2.57 2.36 -0.58  -0.62
H -0.15 -1.94 1.24  0.46
O -2.63 2.12 1.75  -0.62
C -4.81 -3.19 -1.38  -0.42
O -2.85 0.22 -1.15  -0.64
O 5.82 -0.14 -1.53  -0.67
C 6.56 -0.60 -0.54  0.69
H -2.87 -4.23 -1.43  0.22
C 5.60 -0.78 0.67  0.68
O -1.28 3.94 0.77  -0.64
O 1.50 -3.43 1.41  -0.72
O 4.31 1.69 -0.87  -0.62
C -3.32 -3.29 -1.15  -0.43
O -2.84 -0.09 1.82  -0.60
O 3.30 3.29 -2.03  -0.55
H 0.36 -4.65 -0.99  0.47
C 0.71 1.35 1.97  0.98
Br -2.95 -3.24 0.79  -0.01
H -0.37 -1.98 2.98  0.40
O 4.39 -0.44 0.29  -0.63
O 3.42 -0.17 -1.96  -0.65
O 0.36 0.90 0.85  -0.86
H -1.39 -1.18 2.01  0.43
C -2.82 0.94 1.20  0.70
O -3.59 4.09 0.81  -0.66
H 0.23 0.33 -0.81  0.48
O 0.03 -2.85 -0.16  -0.90
H -5.22 -2.29 -0.92  0.24
H 0.10 -0.53 2.18  0.47
O 7.70 -0.97 -0.63  -0.57
H -5.37 -4.06 -1.05  0.22
H 1.44 2.57 3.03  0.48
O 1.22 2.62 2.08  -0.68
O 0.64 0.69 3.05  -0.80
C 2.85 0.92 -2.48  0.71

Computed properties:
molar mass = 719.7 u
ΔE to the lowest compared entry with this formula, charge and spin = 0.0 kJ/mol
E_HOMO = -4.9 eV
total charge = -2
HOMO-LUMO gap = 8.324 eV

---

Below is the molecule C4H3NO3 at a distorted geometry, with properties calculated with wB97M-V/def2-TZVPD.

Last column: natural (NBO) charge in e.
Atoms and positions in Å:
H 0.36 -1.26 -1.77  0.17
C 0.59 -1.02 -0.75  0.42
O 1.27 -1.84 -0.18  -0.48
C -1.60 -0.02 0.04  0.23
H -0.69 2.11 -0.83  0.19
O 1.47 1.72 -0.23  -0.48
O 0.25 -0.03 1.40  -0.66
H 0.66 -1.02 1.64  0.52
C -0.07 0.01 0.13  -0.01
C 0.19 1.42 -0.31  0.39
N -2.70 -0.15 -0.22  -0.29

Computed properties:
molar mass = 113.1 u
ΔE to the lowest compared entry with this formula, charge and spin = 394.7 kJ/mol
E_HOMO = -11.1 eV
HOMO-LUMO gap = 10.273 eV

---

Below is a 2-piece molecular cluster, C3H9S overall at a distorted geometry, with properties calculated with wB97M-V/def2-TZVPD.

Last column: natural (NBO) charge in e.
Atoms and positions in Å:
H -0.81 1.52 -0.72  0.16
H -0.94 0.81 1.66  0.16
H -2.26 -0.36 -0.20  0.18
H 0.72 0.31 -0.81  0.28
S 2.96 -0.82 -0.18  -1.05
H -1.06 -1.58 -0.34  0.20
C -1.31 -0.54 -0.67  -0.61
H 0.89 0.19 1.47  0.26
C -0.29 0.55 -0.36  -0.43
C 0.09 0.82 1.10  -0.63
H 2.77 -2.15 -0.24  0.09
H 0.62 1.77 1.09  0.20
H -1.40 -0.51 -1.79  0.20

Computed properties:
molar mass = 77.2 u
ΔE to the lowest compared entry with this formula, charge and spin = 58.5 kJ/mol
E_HOMO = -2.6 eV
total charge = -1
HOMO-LUMO gap = 6.757 eV

---

Below is a 2-piece molecular cluster, C4H11S2 overall at a distorted geometry, with properties calculated with wB97M-V/def2-TZVPD.

Last column: Löwdin spin population.
Atoms and positions in Å:
C 0.32 -1.46 1.12  0.06
C -0.97 1.52 -1.90  0.02
H -0.58 0.52 -1.51  0.02
C 0.79 -2.73 0.51  0.01
H -1.98 1.48 -2.24  0.00
H 0.32 3.07 1.30  0.00
S -1.45 -1.10 0.40  0.84
H 1.78 -2.98 0.90  0.00
H -0.52 1.75 -2.90  0.00
H 0.22 -1.34 2.19  0.01
C 0.13 2.13 0.56  0.01
H 0.92 1.56 0.20  0.00
S -0.82 2.95 -0.71  0.00
H 0.31 -3.68 0.69  0.00
H 1.12 -0.62 0.95  0.02
H 0.98 -2.59 -0.63  0.00
H -0.57 1.52 1.07  0.01

Computed properties:
molar mass = 123.3 u
ΔE to the lowest compared entry with this formula, charge and spin = 144.2 kJ/mol
<S²> = 0.75
E_HOMO (spin up / spin down) = -8.4 / -8.4 eV
spin multiplicity = 2
HOMO-LUMO gap (spin up / spin down) = 9.190 / 6.315 eV